Record 1
{
  "formula": "C55H112As4F24N7O11",
  "method": "wB97M-V/def2-TZVPD",
  "symbols": ["C", "C", "O", "N", "H", "H", "C", "H", "H", "H", "H", "H", "H", "C", "C", "O", "N", "H", "H", "C", "H", "H", "H", "H", "H", "H", "C", "C", "C", "C", "C", "C", "N", "O", "C", "C", "C", "H", "H", "H", "H", "H", "H", "H", "H", "H", "H", "H", "H", "H", "H", "H", "H", "H", "H", "C", "C", "C", "C", "C", "C", "N", "O", "C", "C", "C", "H", "H", "H", "H", "H", "H", "H", "H", "H", "H", "H", "H", "H", "H", "H", "H", "H", "H", "C", "C", "C", "C", "C", "C", "N", "O", "C", "C", "C", "H", "H", "H", "H", "H", "H", "H", "H", "H", "H", "H", "H", "H", "H", "H", "H", "H", "H", "C", "C", "C", "C", "C", "C", "N", "O", "C", "C", "C", "H", "H", "H", "H", "H", "H", "H", "H", "H", "H", "H", "H", "H", "H", "H", "H", "H", "H", "C", "C", "C", "C", "C", "C", "N", "O", "C", "C", "C", "H", "H", "H", "H", "H", "H", "H", "H", "H", "H", "H", "H", "H", "H", "H", "H", "H", "H", "C", "C", "O", "O", "H", "H", "H", "C", "C", "O", "O", "H", "H", "H", "As", "F", "F", "F", "F", "F", "F", "As", "F", "F", "F", "F", "F", "F", "As", "F", "F", "F", "F", "F", "F", "As", "F", "F", "F", "F", "F", "F"],
  "positions_angstrom": [[-3.312, 5.254, -2.717], [-2.967, 3.822, -2.674], [-2.472, 3.176, -3.596], [-3.183, 3.122, -1.481], [-2.717, 2.225, -1.487], [-2.423, 4.148, -0.230], [-4.438, 3.002, -0.699], [-2.428, 5.785, -2.357], [-4.186, 5.524, -2.133], [-3.442, 5.489, -3.783], [-5.058, 2.203, -1.071], [-5.035, 3.889, -0.612], [-4.135, 2.759, 0.307], [-2.712, -0.739, -5.409], [-3.678, -0.773, -4.187], [-4.060, 0.135, -3.617], [-4.312, -2.143, -3.958], [-5.303, -1.863, -3.768], [-4.342, -2.876, -4.699], [-3.712, -2.693, -2.671], [-2.153, 0.202, -5.424], [-3.386, -0.684, -6.269], [-2.098, -1.634, -5.396], [-4.283, -3.545, -2.299], [-3.696, -1.858, -1.963], [-2.687, -3.062, -2.820], [-3.896, -0.048, 2.246], [-3.767, -1.546, 2.556], [-3.055, -1.782, 3.884], [-3.958, -1.556, 5.058], [-5.027, -2.589, 5.056], [-5.995, -2.366, 3.882], [-5.264, -2.226, 2.517], [-5.640, -2.606, 1.596], [-6.819, -1.046, 4.013], [-6.942, -3.587, 3.805], [-2.959, -2.253, 1.389], [-4.271, 0.414, 3.154], [-4.665, 0.069, 1.462], [-2.933, 0.356, 1.941], [-2.144, -1.171, 3.965], [-2.669, -2.811, 3.884], [-4.387, -0.555, 4.910], [-3.490, -1.566, 6.038], [-5.620, -2.818, 5.963], [-4.596, -3.576, 4.811], [-6.170, -0.229, 4.287], [-7.563, -1.188, 4.812], [-7.239, -0.789, 3.030], [-7.439, -3.662, 4.750], [-6.386, -4.508, 3.650], [-7.601, -3.518, 2.979], [-1.973, -1.769, 1.344], [-3.276, -2.040, 0.349], [-2.828, -3.338, 1.500], [-0.392, 3.955, 3.438], [0.971, 4.470, 2.966], [1.531, 5.480, 4.013], [3.024, 5.672, 3.787], [3.726, 4.363, 4.217], [3.416, 3.265, 3.107], [1.816, 3.178, 2.763], [1.422, 2.237, 2.407], [3.834, 1.845, 3.648], [4.032, 3.477, 1.721], [0.949, 5.122, 1.501], [-1.103, 4.769, 3.505], [-0.180, 3.489, 4.395], [-0.793, 3.233, 2.732], [1.227, 5.046, 4.949], [0.873, 6.351, 3.914], [3.295, 6.504, 4.411], [3.284, 5.952, 2.760], [3.447, 3.895, 5.145], [4.825, 4.500, 4.229], [4.927, 1.788, 3.615], [3.581, 1.039, 2.968], [3.479, 1.724, 4.678], [5.089, 3.283, 1.707], [3.928, 4.528, 1.458], [3.552, 2.875, 0.963], [1.040, 4.281, 0.802], [1.781, 5.826, 1.423], [0.012, 5.584, 1.298], [4.285, -1.612, 2.264], [2.912, -2.175, 2.478], [2.490, -3.103, 1.322], [1.283, -3.937, 1.565], [1.609, -4.912, 2.671], [1.754, -4.149, 4.031], [2.934, -2.934, 3.789], [3.663, -2.862, 4.564], [2.301, -5.053, 5.112], [0.468, -3.429, 4.461], [1.769, -1.106, 2.760], [5.009, -2.444, 2.255], [4.572, -1.000, 3.115], [4.361, -1.101, 1.316], [3.318, -3.793, 1.059], [2.361, -2.379, 0.530], [0.960, -4.472, 0.664], [0.369, -3.388, 1.825], [2.555, -5.416, 2.496], [0.795, -5.604, 2.835], [1.577, -5.857, 5.226], [2.433, -4.631, 6.122], [3.248, -5.488, 4.760], [-0.102, -4.211, 4.966], [-0.124, -3.026, 3.637], [0.689, -2.618, 5.178], [0.787, -1.556, 2.565], [1.795, -0.338, 1.996], [1.912, -0.727, 3.743], [3.383, -1.697, -2.576], [3.602, -3.009, -3.294], [3.459, -4.253, -2.489], [2.002, -4.600, -2.210], [1.426, -5.007, -3.496], [1.183, -3.790, -4.431], [2.472, -2.985, -4.530], [2.776, -2.380, -5.404], [0.193, -2.728, -3.852], [0.715, -4.281, -5.859], [5.073, -3.090, -4.035], [3.263, -0.921, -3.323], [4.174, -1.515, -1.859], [2.493, -1.760, -1.939], [3.924, -3.972, -1.548], [4.045, -5.072, -2.894], [1.430, -3.788, -1.757], [2.008, -5.424, -1.532], [0.450, -5.478, -3.397], [2.119, -5.647, -4.044], [0.156, -1.873, -4.494], [0.517, -2.414, -2.871], [-0.730, -3.277, -3.791], [1.544, -4.842, -6.289], [0.534, -3.384, -6.443], [-0.181, -4.870, -5.773], [5.754, -3.123, -3.205], [5.233, -2.247, -4.658], [5.098, -4.033, -4.521], [2.776, 3.871, -1.688], [2.923, 3.743, -3.237], [3.802, 2.502, -3.583], [3.679, 2.215, -5.077], [2.330, 1.591, -5.367], [1.245, 2.717, -5.245], [1.425, 3.550, -3.896], [0.532, 3.976, -3.385], [-0.156, 2.055, -5.268], [1.432, 3.813, -6.290], [3.386, 5.027, -3.868], [3.765, 3.933, -1.245], [2.316, 2.955, -1.340], [2.199, 4.746, -1.384], [3.596, 1.672, -2.903], [4.806, 2.810, -3.277], [4.501, 1.543, -5.289], [3.899, 3.078, -5.686], [2.099, 0.808, -4.629], [2.239, 1.101, -6.339], [-0.396, 1.673, -6.254], [-0.876, 2.736, -4.850], [-0.160, 1.209, -4.562], [2.451, 4.137, -6.380], [0.844, 4.689, -6.091], [1.307, 3.373, -7.257], [3.782, 4.750, -4.836], [4.240, 5.406, -3.330], [2.640, 5.826, -3.868], [-2.623, 6.791, 1.648], [-3.087, 5.671, 0.730], [-4.173, 5.727, 0.257], [-2.111, 4.774, 0.470], [-3.410, 6.939, 2.377], [-2.520, 7.746, 1.115], [-1.701, 6.555, 2.175], [-6.432, -0.926, -1.277], [-6.705, 0.107, -0.135], [-6.744, 1.272, -0.461], [-6.746, -0.330, 1.005], [-6.490, -1.983, -1.007], [-5.399, -0.612, -1.502], [-7.027, -0.682, -2.144], [-0.037, 0.204, -1.047], [-1.540, -0.379, -1.787], [0.762, 0.208, -2.685], [1.448, 0.818, -0.426], [-0.835, 0.188, 0.442], [0.474, -1.430, -0.923], [-0.526, 1.838, -1.375], [-2.011, -5.737, -0.912], [-3.557, -4.920, -0.773], [-1.595, -5.269, 0.700], [-0.405, -6.458, -1.120], [-2.368, -6.076, -2.607], [-1.312, -4.174, -1.497], [-2.656, -7.190, -0.431], [0.294, 0.305, 6.508], [-1.016, 1.281, 6.939], [0.864, 0.219, 8.122], [1.656, -0.685, 5.948], [-0.260, 0.337, 4.773], [1.229, 1.758, 6.089], [-0.584, -1.197, 6.731], [6.448, 0.893, -0.371], [6.582, 2.642, -0.317], [8.095, 0.707, -0.477], [6.139, -0.844, -0.421], [4.663, 1.123, -0.301], [6.241, 0.905, -2.113], [6.443, 0.864, 1.366]],
  "total_charge": 1,
  "multiplicity": 1,
  "total_energy_ev": -400373.0571
}

Record 2
{
  "formula": "C4H11NOS",
  "method": "wB97M-V/def2-TZVPD",
  "symbols": ["C", "C", "C", "C", "N", "O", "S", "H", "H", "H", "H", "H", "H", "H", "H", "H", "H", "H"],
  "positions_angstrom": [[-0.636, 1.310, -0.608], [-0.403, -1.855, -0.338], [1.495, -0.861, 1.134], [0.575, 0.176, -1.007], [0.732, -0.984, -0.182], [-2.079, 1.675, 1.582], [-0.844, 2.298, 1.052], [-1.676, 0.880, -0.598], [-0.302, 2.155, -1.272], [-1.260, -1.525, 0.344], [-0.825, -2.061, -1.366], [-0.188, -2.877, 0.081], [1.483, 0.239, 1.337], [1.052, -1.438, 1.936], [2.577, -1.266, 0.927], [1.473, 0.803, -1.245], [0.150, -0.108, -1.922], [-1.324, 3.440, 0.146]],
  "de_lowest_kcal_mol": 100.2,
  "total_charge": 0,
  "multiplicity": 1,
  "total_energy_ev": -18695.5722
}